Molecular formula: C7H12BrN2OTi
Method: DFT, ωB97M-V/def2-TZVPD

total charge: 0
E_HOMO (spin up / spin down): -7.69 / -7.70 eV
2S+1: 4
orbital gap (spin up / spin down): 4.88 / 5.15 eV
ΔE to the lowest compared entry with this formula, charge and spin: 328.0 kJ/mol

Each line ends with the natural charge from an NBO analysis.
CARTESIAN COORDINATES (ANGSTROEM)
Ti 7.3658 2.0684 -1.3294  0.911
Br 3.3715 1.3728 0.0007  -0.910
C 0.8221 -3.2687 1.8939  -0.708
C 0.7333 -3.0875 3.4352  0.670
O 0.3225 -4.0483 4.1078  -0.647
N 1.1959 -1.9224 3.9696  -0.618
C 1.2925 -1.6479 5.4131  -0.425
H 0.1860 -4.0729 1.5242  0.237
H 1.7910 -3.6339 1.5536  0.234
H 0.4977 -2.3002 1.5131  0.218
H 1.5582 -1.2656 3.2932  0.405
H 2.0055 -2.3002 5.9173  0.197
H 0.3774 -2.0276 5.8674  0.220
H 1.5479 -0.6304 5.7091  0.214
N -1.5540 2.2498 -3.5118  -0.490
C -2.0014 3.5214 -3.5259  -0.089
C -2.9290 3.6293 -4.5589  -0.309
C -3.0010 2.4293 -5.2155  -0.313
C -2.1093 1.6117 -4.5508  -0.075
H -0.7804 1.9370 -2.9429  0.425
H -1.6853 4.2154 -2.7612  0.210
H -3.5429 4.4384 -4.9262  0.218
H -3.6300 2.1247 -6.0389  0.221
H -1.8338 0.6074 -4.8367  0.202

Molecular formula: C7H12Cl3N6O5Rb
Method: DFT, ωB97M-V/def2-TZVPD

total charge: 0
E_HOMO: -9.03 eV
orbital gap: 8.97 eV
ΔE to the lowest compared entry with this formula, charge and spin: 0.0 kJ/mol

Each line ends with the natural charge from an NBO analysis.
CARTESIAN COORDINATES (ANGSTROEM)
Rb 0.6195 1.6728 -1.0742  0.932
N -2.4702 0.2543 1.7477  -0.647
N -3.2416 0.6146 0.6288  -0.385
C -2.9281 1.5924 -0.2128  0.637
N -3.6953 1.7728 -1.2982  -0.783
N -1.9037 2.3779 0.1941  -0.466
N -1.3354 3.2202 -0.6754  0.584
O -1.7065 3.3412 -1.8675  -0.496
O -0.3269 3.8031 -0.2693  -0.448
H -2.1981 1.1146 2.2083  0.367
H -1.6091 -0.1751 1.3987  0.409
H -3.9314 -0.0606 0.3564  0.390
H -4.2981 1.0248 -1.5954  0.398
H -3.3089 2.3896 -1.9967  0.442
C -0.5483 -3.0782 0.3231  -0.624
C 0.4554 -1.9371 0.3940  0.138
C 1.8801 -2.4547 0.4383  -0.627
O 0.1893 -1.1253 1.5609  -0.740
C 0.2197 -0.9535 -0.7832  0.745
O -0.9301 -0.4434 -0.8455  -0.811
O 1.1902 -0.6834 -1.5279  -0.788
H -0.4981 -3.6812 1.2348  0.198
H -0.3280 -3.7291 -0.5285  0.215
H -1.5572 -2.6829 0.2094  0.227
H 1.9713 -3.2507 1.1847  0.194
H 2.5637 -1.6474 0.6994  0.216
H 2.1736 -2.8460 -0.5357  0.232
H 0.3895 -1.6476 2.3445  0.471
Cl 3.3713 1.7448 -1.9611  0.066
C 4.4012 1.1964 -0.6233  -0.211
Cl 5.7703 2.2988 -0.4223  0.084
Cl 4.9807 -0.4333 -0.9372  0.105
C 3.6166 1.2005 0.6236  0.195
N 3.0222 1.2107 1.6074  -0.221

Molecular formula: C7H12ClN2
Method: DFT, ωB97M-V/def2-TZVPD

total charge: +1
E_HOMO: -13.12 eV
orbital gap: 9.76 eV
ΔE to the lowest compared entry with this formula, charge and spin: 432.5 kJ/mol

Each line ends with the natural charge from an NBO analysis.
CARTESIAN COORDINATES (ANGSTROEM)
C 1.3816 0.3440 3.8091  -0.126
C -1.3030 -2.0936 -2.3857  -0.056
C 0.9929 0.9317 2.8414  -0.080
C 1.2236 2.3737 0.7083  -0.410
C -0.0314 2.8432 1.2809  -0.382
C 0.5219 1.4169 1.5303  -0.096
C 0.3063 -0.6727 -1.0392  0.011
N -1.2870 -2.8587 -1.1966  -0.867
N -0.5840 -0.7951 -2.0002  -0.531
Cl -0.4836 0.1125 0.8181  0.182
H -2.3861 -1.9879 -2.5932  0.223
H 1.9821 -0.1193 4.5574  0.254
H -0.7248 -2.4071 -3.2577  0.224
H 1.1998 2.0161 -0.3444  0.207
H 2.2196 2.7724 0.9267  0.265
H 0.0303 3.5578 2.0714  0.255
H -0.8326 2.9729 0.4848  0.243
H 0.6682 -1.7225 -0.5828  0.276
H 0.9682 0.0704 -1.0439  0.195
H -0.9004 -3.7681 -1.4737  0.388
H -2.1282 -3.0998 -0.6469  0.409
H -0.8332 0.1131 -2.4643  0.417

Molecular formula: C7H12N
Method: DFT, ωB97M-V/def2-TZVPD

total charge: +1
E_HOMO: -14.75 eV
SMILES: C#CC(C)(C)[C@H]1C[NH2+]1
orbital gap: 11.49 eV
ΔE to the lowest compared entry with this formula, charge and spin: 418.7 kJ/mol

Each line ends with the natural charge from an NBO analysis.
CARTESIAN COORDINATES (ANGSTROEM)
C -2.0039 -0.7725 1.2978  -0.275
C -1.1018 0.0149 1.1781  0.012
C -0.0919 0.6634 0.0956  -0.077
C 1.0705 1.1943 0.9256  -0.622
C -0.8741 1.5546 -0.8334  -0.610
C 0.4843 -0.4498 -0.8009  -0.059
C 1.2370 -1.4143 -0.0673  -0.236
N -0.0057 -1.7949 -0.6087  -0.541
H -2.8315 -1.2764 1.7116  0.265
H 1.3354 0.6657 1.7794  0.227
H 2.0027 1.1918 0.2514  0.214
H 0.9129 2.2744 1.2322  0.256
H -0.1693 2.0978 -1.5891  0.230
H -1.3941 2.3355 -0.1959  0.251
H -1.5281 0.9874 -1.4097  0.220
H 0.6344 -0.0046 -1.8606  0.282
H 2.1732 -1.7269 -0.6325  0.272
H 1.2176 -1.2580 1.0296  0.268
H -0.1888 -2.4350 -1.4226  0.456
H -0.8787 -1.8476 -0.0805  0.468

Molecular formula: C7H12N
Method: DFT, ωB97M-V/def2-TZVPD

total charge: +1
E_HOMO (spin up / spin down): -12.38 / -12.64 eV
orbital gap (spin up / spin down): 4.98 / 6.80 eV
ΔE to the lowest compared entry with this formula, charge and spin: 651.6 kJ/mol

Each line ends with the Mulliken charge.
CARTESIAN COORDINATES (ANGSTROEM)
C 2.4999 1.3394 -0.3544  -0.589
C 1.9936 0.6256 0.5847  -0.421
C -1.6830 -0.5226 -0.3543  -0.654
C -2.8751 0.3008 0.4407  -0.370
C -3.0023 1.5849 -0.2026  -0.446
C 0.6611 0.2722 0.4642  0.350
C -0.4238 -0.0287 -0.0770  0.284
N 2.7835 -2.1233 0.0183  -0.691
H 3.5324 1.8812 -0.2261  0.248
H 1.9439 1.5480 -1.3168  0.255
H 2.3931 0.4046 1.6128  0.335
H -1.8057 -1.5666 0.1008  0.296
H -1.9812 -0.3852 -1.4852  0.370
H -3.8210 -0.2958 0.1613  0.259
H -2.7141 0.1528 1.5185  0.428
H -2.3153 2.3957 -0.1612  0.328
H -3.7224 1.7986 -0.9692  0.321
H 3.5125 -2.0839 0.7553  0.247
H 3.0534 -2.4933 -0.8392  0.215
H 1.9704 -2.8044 0.3293  0.236

Molecular formula: C7H12N2
Method: DFT, ωB97M-V/def2-TZVPD

total charge: 0
E_HOMO: -8.64 eV
SMILES: CCC1(NN)C=CC=C1
orbital gap: 9.67 eV
ΔE to the lowest compared entry with this formula, charge and spin: 314.0 kJ/mol

Each line ends with the natural charge from an NBO analysis.
CARTESIAN COORDINATES (ANGSTROEM)
C 0.8117 -1.2719 1.9191  -0.621
C 0.0612 -1.3872 0.5809  -0.415
C -0.0011 0.0406 -0.0972  0.102
N -0.4780 1.1434 0.8097  -0.473
N -1.8316 0.9671 1.1030  -0.709
C -0.8832 -0.0093 -1.4044  -0.197
C -0.1919 0.3353 -2.4198  -0.235
C 1.1668 0.6648 -2.0840  -0.230
C 1.4301 0.5712 -0.8144  -0.201
H 1.9267 -1.2426 1.8188  0.198
H 0.5657 -2.2812 2.3430  0.211
H 0.5823 -0.3625 2.4398  0.224
H -1.0205 -1.5517 0.8819  0.219
H 0.5345 -2.0759 -0.0462  0.219
H -0.4197 1.9404 0.2359  0.340
H -1.7704 1.0126 2.1603  0.370
H -2.4298 1.6366 0.6129  0.358
H -1.8581 -0.3195 -1.4155  0.210
H -0.4358 0.4589 -3.4224  0.203
H 1.9068 0.9828 -2.9509  0.209
H 2.3344 0.7479 -0.2506  0.219